Below is a structure of composition C22H43N3O5S7, with properties calculated with the ωB97M-V functional and the def2-TZVPD basis.

Computed properties:
LUMO level ... -0.44 eV

ORCA input file:
```
! RIJCOSX wB97M-V def2-TZVPD def2/J DEFGRID3
* xyz 0 1
C 5.47 0.58 -3.64
C 4.74 1.93 -3.37
C 3.62 2.26 -4.38
C 2.42 3.02 -3.76
C 1.64 2.23 -2.68
C 1.23 0.85 -3.16
C 2.15 -0.26 -3.02
C 1.87 -1.53 -3.45
C 0.60 -1.78 -4.04
N 0.16 -2.98 -4.47
S -1.35 -2.68 -5.02
N -1.53 -1.08 -4.73
C -0.36 -0.71 -4.19
C 0.00 0.60 -3.73
N -0.94 1.71 -3.84
C -1.55 1.86 -2.79
S -2.11 2.09 -1.33
H 6.49 0.69 -4.01
H 4.90 -0.05 -4.34
H 5.54 0.04 -2.69
H 4.35 1.90 -2.35
H 5.48 2.73 -3.41
H 4.05 2.95 -5.11
H 3.26 1.37 -4.91
H 2.78 3.98 -3.38
H 1.72 3.21 -4.58
H 0.77 2.83 -2.41
H 2.24 2.07 -1.78
H 3.10 -0.05 -2.54
H 2.62 -2.29 -3.29
C -1.45 2.18 3.59
S -2.97 2.83 2.88
O -3.15 2.17 1.56
C -2.33 4.48 2.57
H -1.61 1.13 3.83
H -0.64 2.28 2.87
H -1.22 2.72 4.51
H -1.46 4.43 1.92
H -2.07 4.95 3.52
H -3.11 5.06 2.09
C -5.62 -2.73 -0.43
S -4.24 -1.89 0.36
O -4.53 -1.87 1.83
C -4.61 -0.26 -0.28
H -5.61 -3.77 -0.12
H -6.56 -2.27 -0.11
H -5.52 -2.66 -1.51
H -5.61 0.04 0.03
H -4.53 -0.27 -1.37
H -3.88 0.44 0.13
C 10.23 -1.14 -3.42
S 9.65 -0.30 -4.90
O 8.47 0.52 -4.50
C 9.01 -1.78 -5.71
H 10.64 -0.38 -2.75
H 9.40 -1.65 -2.93
H 11.01 -1.84 -3.69
H 8.26 -2.25 -5.07
H 9.83 -2.47 -5.90
H 8.55 -1.48 -6.65
C -7.82 -4.36 5.00
S -6.94 -4.43 3.43
O -6.53 -5.84 3.22
C -5.49 -3.53 3.99
H -8.76 -4.91 4.89
H -7.22 -4.83 5.78
H -8.03 -3.32 5.26
H -5.04 -4.05 4.84
H -5.77 -2.52 4.27
H -4.78 -3.49 3.17
C -2.67 -0.02 8.42
S -2.94 1.46 7.44
O -2.69 1.10 6.02
C -1.49 2.35 8.03
H -3.45 -0.74 8.18
H -1.70 -0.45 8.19
H -2.73 0.23 9.48
H -0.59 1.77 7.82
H -1.59 2.52 9.10
H -1.44 3.30 7.51
*
```

Here is what Mulliken gives for the atomic charges, in e: -1.170, -0.429, -0.682, -0.932, -1.078, 0.556, -0.405, -1.209, 0.873, -0.714, 0.167, -0.696, 0.541, 0.766, -0.617, 0.351, -0.178, 0.325, 0.313, 0.304, 0.220, 0.495, 0.422, 0.382, 0.408, 0.364, 0.336, 0.444, 0.525, 0.422, -0.965, 0.480, -0.586, -0.965, 0.280, 0.411, 0.315, 0.283, 0.363, 0.322, -0.972, 0.449, -0.572, -0.462, 0.337, 0.285, 0.385, 0.333, 0.421, -0.197, -0.917, 0.404, -0.586, -0.913, 0.318, 0.288, 0.365, 0.286, 0.373, 0.316, -0.936, 0.547, -0.643, -0.890, 0.318, 0.283, 0.330, 0.421, 0.317, 0.250, -0.979, 0.447, -0.495, -0.975, 0.309, 0.306, 0.389, 0.305, 0.410, 0.297

=====

Below is a cluster of 14 separate species, C6H42N2O13 in total, with properties calculated with the ωB97M-V functional and the def2-TZVPD basis.

Computed properties:
ΔE to the lowest compared entry with this formula, charge and spin ... 130.2 kcal per mole
LUMO level ... 0.15 eV

ORCA input file:
```
! RIJCOSX wB97M-V def2-TZVPD def2/J DEFGRID3
* xyz 0 1
N -1.49 2.08 2.30
C -0.79 2.64 1.17
C -0.33 1.31 0.44
N 0.99 0.77 0.85
C 3.33 -2.20 0.31
C 2.74 -0.89 0.76
C 1.48 -0.38 0.03
C 0.41 -1.57 -0.16
H -2.48 2.07 1.99
H -1.33 2.60 3.15
H 0.03 3.41 1.47
H -1.41 3.31 0.43
H -0.47 1.61 -0.66
H -1.23 0.63 0.53
H 0.95 0.59 1.74
H 4.11 -2.70 0.93
H 2.42 -2.83 0.25
H 3.98 -2.22 -0.68
H 2.47 -0.86 1.83
H 3.50 0.03 0.61
H 1.56 -0.30 -1.09
H 0.73 -2.36 0.64
H -0.62 -1.16 -0.02
H 0.47 -1.91 -1.20
H -3.77 -3.21 -1.54
H -2.85 -2.18 -1.82
O -2.93 -3.06 -1.49
H -2.79 -0.33 1.64
H -3.31 -1.50 0.85
O -3.14 -0.50 0.80
H -0.40 3.64 -1.24
H -0.52 2.32 -2.17
O -0.87 3.19 -1.87
H 1.08 3.74 0.17
H 1.35 4.90 -0.81
O 0.73 4.59 -0.23
H -2.73 -0.33 -0.84
H -2.85 0.34 -2.24
O -2.48 -0.43 -1.80
H -2.15 0.15 3.44
H -1.38 -1.13 3.45
O -2.23 -0.80 3.18
H 1.43 -3.52 1.59
H 2.12 -3.86 2.98
O 1.84 -3.21 2.44
H -0.71 -3.57 -3.14
H -1.03 -2.17 -3.63
O -0.27 -2.80 -3.51
H 2.80 -1.57 -2.33
H 1.67 -1.96 -3.22
O 2.12 -1.13 -2.85
H 3.00 2.10 0.03
H 2.72 2.54 1.41
O 3.20 2.77 0.65
H 1.01 -1.89 3.16
H 0.97 -0.32 3.08
O 0.50 -1.11 3.49
H -3.90 2.02 -0.95
H -2.91 2.89 -1.84
O -3.49 2.10 -1.90
H 1.11 0.49 -3.15
H -0.23 0.18 -2.54
O 0.28 0.93 -2.84
*
```

Here is what natural (NBO) gives for the atomic charges, in e: -0.893, -0.251, -0.281, -0.646, -0.616, -0.422, -0.097, -0.628, 0.369, 0.369, 0.193, 0.205, 0.227, 0.199, 0.321, 0.232, 0.193, 0.193, 0.199, 0.208, 0.258, 0.142, 0.240, 0.224, 0.447, 0.490, -0.959, 0.504, 0.496, -0.985, 0.483, 0.509, -1.014, 0.493, 0.479, -0.952, 0.512, 0.512, -1.045, 0.483, 0.510, -0.980, 0.498, 0.486, -0.949, 0.489, 0.491, -0.972, 0.481, 0.510, -0.973, 0.475, 0.473, -0.939, 0.505, 0.457, -0.981, 0.473, 0.515, -0.982, 0.512, 0.487, -0.974

=====

Below is a structure of composition C29H27BN9PRuS, with properties calculated with the ωB97M-V functional and the def2-TZVPD basis.

Computed properties:
ΔE to the lowest compared entry with this formula, charge and spin ... 0.0 kcal per mole
LUMO level (alpha / beta) ... -5.08 / -4.80 eV

ORCA input file:
```
! RIJCOSX wB97M-V def2-TZVPD def2/J DEFGRID3
* xyz 1 2
Ru 1.22 -0.44 -0.02
N 0.38 -3.97 2.78
C 0.59 -2.65 2.68
N 0.63 -2.32 1.41
C 0.43 -3.50 0.75
N 0.28 -4.51 1.57
C 0.41 -3.54 -0.70
C 0.12 -4.71 -1.40
N 0.09 -4.73 -2.72
C 0.32 -3.60 -3.36
C 0.60 -2.42 -2.67
N 0.64 -2.38 -1.35
H 0.28 -4.56 3.60
H 0.71 -1.98 3.51
H -0.09 -5.63 -0.88
H 0.28 -3.63 -4.43
H 0.79 -1.49 -3.21
S 2.67 -0.14 2.11
C 2.75 1.44 1.63
N 2.86 2.55 1.32
B 0.42 1.11 -4.19
C 0.92 1.09 -2.75
N 1.28 1.03 -1.65
H 0.70 0.06 -4.68
H -0.75 1.36 -4.17
H 0.94 2.00 -4.81
N 4.24 0.21 -0.95
C 5.35 -0.05 -1.66
C 5.20 -1.31 -2.20
C 3.95 -1.75 -1.76
N 3.38 -0.82 -1.00
H 4.00 1.05 -0.44
H 6.15 0.66 -1.73
H 5.90 -1.83 -2.82
H 3.47 -2.68 -1.96
C -1.54 5.58 1.03
C -0.26 5.20 0.66
C 0.07 3.86 0.57
C -0.89 2.90 0.87
C -2.17 3.28 1.26
C -2.49 4.62 1.33
P -0.55 1.11 0.78
C -1.14 0.58 2.41
C -2.18 -0.32 2.64
C -2.53 -0.63 3.94
C -1.87 -0.06 5.01
C -0.84 0.84 4.79
C -0.46 1.15 3.49
C -1.73 0.53 -0.48
C -1.94 -0.84 -0.63
C -2.77 -1.31 -1.63
C -3.38 -0.43 -2.51
C -3.13 0.93 -2.40
C -2.31 1.41 -1.40
H -1.80 6.62 1.08
H 0.48 5.95 0.43
H 1.07 3.56 0.29
H -2.91 2.52 1.50
H -3.49 4.92 1.62
H -2.72 -0.75 1.81
H -3.34 -1.33 4.11
H -2.17 -0.30 6.02
H -0.33 1.29 5.63
H 0.35 1.84 3.30
H -1.47 -1.53 0.06
H -2.95 -2.37 -1.74
H -4.04 -0.79 -3.27
H -3.57 1.62 -3.10
H -2.11 2.47 -1.32
*
```

Here is what natural (NBO) gives for the atomic charges, in e: 0.839, -0.311, 0.228, -0.479, 0.271, -0.214, 0.105, 0.051, -0.332, 0.021, 0.028, -0.420, 0.445, 0.252, 0.230, 0.231, 0.259, 0.043, -0.017, -0.379, -0.630, 0.468, -0.613, 0.015, 0.037, 0.068, -0.310, -0.002, -0.326, -0.015, -0.306, 0.443, 0.241, 0.249, 0.217, -0.166, -0.216, -0.113, -0.398, -0.187, -0.206, 1.134, -0.290, -0.241, -0.201, -0.195, -0.204, -0.211, -0.387, -0.222, -0.207, -0.168, -0.175, -0.170, 0.229, 0.231, 0.242, 0.225, 0.230, 0.230, 0.225, 0.229, 0.232, 0.230, 0.208, 0.221, 0.230, 0.236, 0.237

=====

Below is a structure of composition C4H9N2, with properties calculated with the ωB97M-V functional and the def2-TZVPD basis.

Computed properties:
ΔE to the lowest compared entry with this formula, charge and spin ... 35.0 kcal per mole
LUMO level ... -4.29 eV

ORCA input file:
```
! RIJCOSX wB97M-V def2-TZVPD def2/J DEFGRID3
* xyz 1 1
C -2.58 1.14 0.13
C 0.45 -1.09 0.06
C 2.33 0.46 -0.25
C 1.84 -0.88 0.30
N -2.72 -0.09 -0.10
N -0.63 -1.35 -0.21
H -3.40 1.84 0.20
H -1.58 1.54 0.27
H 3.40 0.53 -0.10
H 1.86 1.29 0.28
H 2.11 0.55 -1.31
H 2.37 -1.71 -0.19
H 2.03 -0.96 1.37
H -1.84 -0.80 -0.19
H -3.66 -0.47 -0.25
*
```

Here is what natural (NBO) gives for the atomic charges, in e: 0.112, 0.513, -0.587, -0.547, -0.573, -0.436, 0.222, 0.204, 0.246, 0.216, 0.226, 0.285, 0.278, 0.418, 0.422